67
Properties=species:S:1:pos:R:3 method="wB97M-V/def2-TZVPD" multiplicity=2 max_force_ev_per_a=0.27 s2=0.762 e_above_lowest_kj_mol=0.0 total_charge=+3 lumo_energy_ev="-10.7 / -10.7" molar_mass_g_mol=686.86 total_energy_ha=-1980.9637
Re 0.33 0.29 0.04
C 1.14 1.43 4.11
C 0.57 0.44 4.91
C -0.08 -0.62 4.31
C -0.15 -0.69 2.91
N 0.40 0.28 2.14
C 1.03 1.31 2.75
N -0.81 -1.79 2.40
C -1.04 -2.06 1.18
N -0.68 -1.26 0.02
C -1.09 -2.00 -1.17
N -0.91 -1.68 -2.38
C -0.29 -0.55 -2.88
C -0.30 -0.42 -4.27
C 0.29 0.68 -4.86
C 0.90 1.64 -4.05
C 0.89 1.44 -2.69
N 0.31 0.37 -2.09
C -1.75 -3.22 -0.70
C -2.33 -4.24 -1.44
C -2.87 -5.30 -0.73
C -2.84 -5.33 0.67
C -2.25 -4.31 1.41
C -1.71 -3.25 0.69
H 1.66 2.28 4.54
H 0.63 0.50 5.99
H -0.53 -1.41 4.88
H 1.48 2.05 2.09
H -0.79 -1.19 -4.85
H 0.29 0.79 -5.93
H 1.38 2.51 -4.46
H 1.36 2.16 -2.03
H -2.35 -4.21 -2.52
H -3.34 -6.11 -1.26
H -3.28 -6.18 1.19
H -2.23 -4.33 2.49
C 4.29 -1.37 2.18
C 5.12 -1.55 0.92
C 4.84 -0.55 -0.19
S 3.27 -0.58 -1.09
O 2.20 -0.17 0.05
C 2.90 -2.32 -1.42
C 2.35 -3.17 -0.28
C 1.76 -4.46 -0.85
H 4.58 -2.11 2.92
H 3.22 -1.50 1.99
H 4.44 -0.39 2.62
H 5.07 -2.56 0.53
H 6.18 -1.39 1.16
H 5.54 -0.64 -1.02
H 4.90 0.49 0.15
H 3.84 -2.70 -1.82
H 2.19 -2.27 -2.26
H 1.59 -2.62 0.27
H 3.14 -3.40 0.43
H 0.96 -4.26 -1.56
H 1.35 -5.07 -0.04
H 2.52 -5.06 -1.35
N -2.48 1.59 0.04
C -3.12 2.76 0.06
C -2.16 3.76 0.11
C -0.94 3.09 0.12
N -1.14 1.76 0.08
H -2.89 0.66 0.01
H -4.19 2.81 0.04
H -2.32 4.82 0.14
H 0.05 3.50 0.16

=====

71
Properties=species:S:1:pos:R:3 method="wB97M-V/def2-TZVPD" max_force_ev_per_a=1.10 e_above_lowest_kj_mol=14.2 total_charge=0 lumo_energy_ev=0.6 molar_mass_g_mol=594.72 smiles="COc1ccc(NC(=O)CSc2nc3ccc(Nc4nc(N5CCOCC5)nc(N5CCOCC5)n4)cc3s2)cc1" total_energy_ha=-2582.3396
C 5.39 -7.48 -2.58
O 4.47 -6.90 -3.47
C 3.16 -6.83 -3.09
C 2.66 -7.27 -1.87
C 1.31 -7.14 -1.58
C 0.44 -6.58 -2.51
N -0.93 -6.44 -2.29
C -1.65 -6.76 -1.19
O -1.23 -7.25 -0.17
C -3.15 -6.49 -1.33
S -3.62 -5.16 -2.48
C -2.97 -3.76 -1.67
N -3.03 -2.60 -2.19
C -2.49 -1.65 -1.38
C -2.42 -0.28 -1.64
C -1.86 0.56 -0.71
C -1.35 0.06 0.50
N -0.79 0.89 1.47
C -0.54 2.23 1.48
N -0.07 2.66 2.65
C 0.16 3.97 2.71
N 0.57 4.48 3.89
C 1.03 5.84 4.03
C 2.55 5.84 4.23
O 2.92 5.04 5.33
C 2.49 3.70 5.16
C 0.97 3.63 4.99
N -0.01 4.82 1.70
C -0.46 4.28 0.57
N -0.57 5.08 -0.50
C -1.19 4.64 -1.73
C -2.59 5.26 -1.85
O -2.52 6.67 -1.76
C -1.94 7.08 -0.54
C -0.52 6.52 -0.38
N -0.76 2.98 0.41
C -1.42 -1.30 0.78
C -1.99 -2.14 -0.15
S -2.21 -3.86 -0.06
C 0.95 -6.14 -3.73
C 2.29 -6.26 -4.02
H 5.46 -6.91 -1.64
H 6.36 -7.44 -3.09
H 5.14 -8.52 -2.36
H 3.30 -7.71 -1.13
H 0.92 -7.49 -0.64
H -1.45 -6.03 -3.06
H -3.57 -6.29 -0.35
H -3.63 -7.39 -1.74
H -2.81 0.10 -2.57
H -1.79 1.61 -0.88
H -0.54 0.44 2.34
H 0.76 6.39 3.13
H 0.55 6.29 4.90
H 2.91 6.84 4.45
H 3.03 5.46 3.31
H 2.81 3.16 6.05
H 2.97 3.26 4.27
H 0.65 2.61 4.77
H 0.48 3.99 5.91
H -1.24 3.55 -1.74
H -0.57 4.99 -2.57
H -3.04 5.04 -2.82
H -3.23 4.86 -1.04
H -1.93 8.17 -0.57
H -2.56 6.74 0.30
H -0.11 6.77 0.59
H 0.12 6.91 -1.18
H -1.04 -1.69 1.71
H 0.29 -5.69 -4.46
H 2.69 -5.92 -4.96

=====

60
Properties=species:S:1:pos:R:3 method="wB97M-V/def2-TZVPD" max_force_ev_per_a=3.12 e_above_lowest_kj_mol=132.6 total_charge=+1 lumo_energy_ev=-4.7 molar_mass_g_mol=400.54 total_energy_ha=-1251.7610
C -2.53 -5.65 -3.12
O -2.31 -4.32 -3.64
C -1.84 -3.37 -2.80
C -1.74 -2.05 -3.34
C -1.38 -1.01 -2.52
C -1.12 -1.22 -1.14
C -0.79 -0.09 -0.33
C -1.51 0.17 0.89
C -1.74 1.53 1.29
C -2.29 1.84 2.51
C -2.73 0.80 3.37
O -3.22 1.17 4.58
C -3.51 0.15 5.56
C -2.67 -0.55 2.93
C -2.08 -0.84 1.71
C -1.13 -2.55 -0.65
C -1.51 -3.61 -1.45
H -2.91 -6.20 -3.98
H -1.59 -6.10 -2.76
H -3.28 -5.64 -2.31
H -2.01 -1.89 -4.38
H -1.30 0.00 -2.92
H -0.47 0.80 -0.87
H -1.48 2.32 0.59
H -2.43 2.87 2.82
H -3.72 0.71 6.47
H -4.39 -0.44 5.26
H -2.66 -0.53 5.72
H -3.11 -1.35 3.53
H -2.07 -1.88 1.40
H -0.78 -2.76 0.37
H -1.57 -4.62 -1.03
C 4.26 2.66 -1.36
N 3.03 2.05 -0.87
C 2.80 0.73 -1.03
C 1.77 -0.01 -0.50
C 2.00 -1.46 -0.78
C 3.39 -1.55 -1.48
C 3.86 -0.11 -1.72
C 2.15 2.85 -0.09
C 0.99 3.36 -0.68
C 0.12 4.14 0.08
C 0.38 4.36 1.44
C 1.54 3.85 2.02
C 2.47 3.15 1.24
H 4.17 3.74 -1.28
H 5.12 2.33 -0.75
H 4.43 2.38 -2.41
H 1.16 0.37 0.33
H 1.96 -2.05 0.15
H 1.24 -1.90 -1.44
H 4.08 -2.07 -0.82
H 3.33 -2.11 -2.41
H 3.96 0.13 -2.79
H 4.86 0.05 -1.29
H 0.79 3.12 -1.73
H -0.77 4.57 -0.39
H -0.34 4.92 2.05
H 1.74 4.01 3.08
H 3.41 2.79 1.66

=====

63
Properties=species:S:1:pos:R:3 method="wB97M-V/def2-TZVPD" max_force_ev_per_a=5.85 total_charge=0 lumo_energy_ev=-3.1 molar_mass_g_mol=430.35 total_energy_ha=-1372.5416
C -1.07 2.02 -5.76
C -1.46 1.30 -4.44
C -2.49 0.37 -4.27
C -2.11 -0.48 -3.08
C -0.93 -0.41 -2.30
B -2.07 4.37 -2.32
O -2.77 5.52 -2.56
C -2.32 5.86 -1.24
C -1.64 4.41 -0.20
C -0.81 3.78 0.94
C -0.24 4.47 -1.11
O -0.67 4.27 -2.43
C -2.79 3.34 -0.41
O -2.73 3.13 -1.79
O -0.73 1.15 -3.35
H -1.87 1.59 -6.41
H -1.08 3.14 -5.82
H -0.07 1.71 -6.11
H -3.22 0.24 -5.07
H -2.88 -1.19 -2.83
H -1.56 6.66 -1.43
H -3.30 6.15 -0.79
H -0.75 1.36 -0.34
H 0.28 4.17 1.01
H -1.13 4.05 1.98
H 0.43 5.48 -1.07
H 0.20 3.15 -0.75
H -2.63 2.44 0.19
H -3.73 3.73 -0.02
C -4.13 -1.74 5.82
C -3.46 -0.47 5.31
C -4.09 0.71 4.79
C -3.27 1.63 4.07
C -1.91 1.34 3.78
C -0.17 2.12 0.17
C 0.93 1.65 1.06
C 1.62 2.28 2.14
C 3.06 2.53 2.87
C 3.36 3.93 3.03
C 4.40 4.54 3.85
C 5.43 3.69 4.30
C 6.83 4.15 4.78
C 5.04 2.32 4.42
C 3.99 1.70 3.62
C -1.27 0.46 4.63
C -2.04 -0.44 5.34
H -3.37 -2.49 6.11
H -4.72 -1.49 6.71
H -4.78 -2.27 5.11
H -5.17 0.96 5.10
H -3.74 2.59 3.81
H -1.44 1.81 2.90
H 1.38 0.69 0.64
H 1.01 2.97 2.79
H 2.69 4.61 2.54
H 4.48 5.64 4.03
H 7.29 3.33 5.34
H 7.59 4.36 4.01
H 6.87 5.05 5.44
H 5.75 1.83 5.12
H 3.92 0.58 3.66
H -0.20 0.45 4.60
H -1.45 -1.11 5.92

=====

67
Properties=species:S:1:pos:R:3 method="wB97M-V/def2-TZVPD" multiplicity=2 max_force_ev_per_a=2.30 s2=0.763 e_above_lowest_kj_mol=58.6 total_charge=0 lumo_energy_ev="-1.0 / -0.6" molar_mass_g_mol=753.84 total_energy_ha=-4681.7378
Re -0.81 -1.96 -0.41
N -4.32 -4.51 -0.39
C -3.27 -3.75 -0.80
S -1.66 -4.35 -0.48
N -3.53 -2.64 -1.43
N -2.34 -2.03 -1.83
C -2.36 -1.51 -3.00
C -1.18 -1.04 -3.70
C -1.33 -0.47 -4.97
C -0.23 -0.17 -5.75
C 1.04 -0.45 -5.26
C 1.21 -1.02 -4.01
C 0.10 -1.30 -3.21
O 0.32 -1.80 -1.99
H -4.14 -5.20 0.31
H -5.24 -4.11 -0.46
H -3.31 -1.53 -3.52
H -2.33 -0.29 -5.34
H -0.36 0.27 -6.73
H 1.91 -0.23 -5.87
H 2.19 -1.26 -3.63
C -1.33 0.12 -0.36
Si -0.32 1.12 0.82
C 1.37 0.30 0.62
N 1.34 -1.19 0.59
C 2.48 -1.65 -0.24
C 3.84 -1.20 0.30
C 4.01 -1.54 1.79
C 2.84 -2.39 2.26
C 1.49 -1.75 1.98
C -0.84 1.28 2.61
C -2.18 1.27 3.00
C -2.54 1.49 4.32
C -1.56 1.73 5.28
C -0.23 1.75 4.91
C 0.13 1.54 3.58
C -0.16 2.88 0.17
C 0.34 3.12 -1.11
C 0.41 4.40 -1.64
C -0.03 5.48 -0.89
C -0.53 5.27 0.39
C -0.59 3.99 0.91
H -1.08 0.48 -1.37
H -2.41 0.25 -0.25
H 2.11 0.66 1.34
H 1.72 0.64 -0.36
H 2.34 -1.27 -1.25
H 2.42 -2.74 -0.31
H 3.95 -0.13 0.14
H 4.61 -1.68 -0.31
H 4.06 -0.63 2.38
H 4.95 -2.07 1.96
H 2.90 -2.57 3.34
H 2.89 -3.38 1.79
H 1.33 -0.92 2.68
H 0.71 -2.47 2.18
H -2.95 1.07 2.27
H -3.58 1.47 4.61
H -1.84 1.89 6.31
H 0.54 1.95 5.65
H 1.18 1.58 3.31
H 0.67 2.29 -1.73
H 0.79 4.56 -2.64
H 0.01 6.48 -1.30
H -0.88 6.11 0.98
H -0.98 3.84 1.91
Br -1.77 -2.07 1.85

=====

67
Properties=species:S:1:pos:R:3 method="wB97M-V/def2-TZVPD" max_force_ev_per_a=0.58 e_above_lowest_kj_mol=24.9 total_charge=0 lumo_energy_ev=0.6 molar_mass_g_mol=553.91 smiles=OCCN(CCO)c1ccc(C(c2ccccc2Cl)c2ccc(N(CCO)CCO)cc2Cl)c(Cl)c1 total_energy_ha=-2838.5033
O 5.32 -3.65 -0.36
C 4.50 -3.16 0.67
C 5.10 -1.94 1.40
N 5.05 -0.71 0.64
C 6.29 -0.19 0.13
C 6.78 -0.92 -1.14
O 5.73 -1.32 -1.98
C 3.84 -0.13 0.34
C 2.65 -0.51 0.99
C 1.44 0.07 0.68
C 1.32 1.07 -0.28
C 0.00 1.70 -0.64
C -0.15 3.08 -0.05
C 0.64 3.53 1.00
C 0.48 4.80 1.52
C -0.47 5.65 0.99
C -1.28 5.23 -0.05
C -1.12 3.95 -0.56
Cl -2.16 3.43 -1.84
C -1.16 0.80 -0.29
C -2.02 1.06 0.77
C -3.09 0.23 1.06
C -3.36 -0.92 0.30
N -4.39 -1.78 0.61
C -4.58 -2.97 -0.18
C -5.17 -2.74 -1.59
O -6.54 -3.10 -1.55
C -5.55 -1.31 1.34
C -6.57 -0.57 0.45
O -5.99 0.39 -0.39
C -2.48 -1.19 -0.75
C -1.41 -0.35 -1.03
Cl -0.37 -0.77 -2.34
C 2.50 1.46 -0.91
Cl 2.46 2.73 -2.09
C 3.72 0.89 -0.62
H 5.36 -2.98 -1.06
H 4.40 -3.98 1.39
H 3.51 -2.91 0.29
H 6.15 -2.16 1.61
H 4.60 -1.82 2.36
H 7.06 -0.30 0.91
H 6.17 0.88 -0.06
H 7.30 -1.84 -0.87
H 7.49 -0.27 -1.68
H 5.18 -0.57 -2.21
H 2.67 -1.27 1.75
H 0.56 -0.26 1.21
H -0.01 1.82 -1.74
H 1.38 2.86 1.42
H 1.11 5.13 2.33
H -0.59 6.65 1.38
H -2.03 5.88 -0.47
H -1.85 1.93 1.38
H -3.70 0.50 1.91
H -5.28 -3.62 0.35
H -3.63 -3.50 -0.25
H -4.65 -3.37 -2.32
H -5.06 -1.69 -1.87
H -6.94 -2.90 -2.41
H -6.05 -2.18 1.78
H -5.23 -0.67 2.15
H -7.06 -1.29 -0.22
H -7.34 -0.12 1.10
H -5.49 1.02 0.15
H -2.61 -2.05 -1.39
H 4.57 1.26 -1.17

=====

75
Properties=species:S:1:pos:R:3 method="wB97M-V/def2-TZVPD" multiplicity=2 max_force_ev_per_a=2.61 s2=0.754 e_above_lowest_kj_mol=0.0 total_charge=+1 lumo_energy_ev="-4.7 / -6.5" molar_mass_g_mol=856.79 total_energy_ha=-5941.8481
In 0.44 -0.01 -0.15
C 1.56 2.87 1.27
O 0.38 2.09 1.14
C -0.76 2.90 0.93
C -1.93 2.02 0.50
O -1.66 1.21 -0.63
C -1.94 1.73 -1.91
C -1.04 2.90 -2.34
O 0.30 2.59 -2.00
C 1.23 2.86 -3.03
H 1.49 3.51 2.16
H 2.39 2.18 1.38
H 1.71 3.49 0.38
H -1.03 3.40 1.87
H -0.52 3.67 0.18
H -2.13 1.32 1.31
H -2.81 2.64 0.31
H -1.78 0.88 -2.58
H -2.99 2.04 -1.95
H -1.15 3.05 -3.41
H -1.33 3.83 -1.83
H 1.11 2.17 -3.88
H 1.14 3.89 -3.39
H 2.22 2.71 -2.61
O 6.38 -0.33 -1.04
C 6.14 -0.64 0.21
O 6.98 -1.05 0.96
C 4.73 -0.48 0.71
C 4.37 -0.61 2.06
Cl 5.35 -0.94 3.39
N 3.03 -0.44 2.16
N 2.52 -0.20 0.96
C 3.51 -0.21 0.07
C 3.20 0.10 -1.35
O 4.07 0.16 -2.20
O 1.97 0.31 -1.63
C 2.26 -0.35 3.34
C 2.62 0.60 4.30
C 1.84 0.73 5.44
C 0.72 -0.07 5.62
C 0.39 -1.03 4.67
C 1.16 -1.17 3.53
H 5.58 -0.08 -1.58
H 3.48 1.23 4.15
H 2.10 1.46 6.18
H 0.11 0.04 6.50
H -0.47 -1.66 4.81
H 0.93 -1.93 2.79
C -4.22 -2.31 -3.98
C -3.70 -2.11 -2.60
C -4.27 -1.19 -1.73
C -3.77 -1.00 -0.44
C -4.54 -0.11 0.49
C -2.62 -1.69 -0.05
C -2.10 -2.70 -0.87
C -1.06 -3.63 -0.33
C -2.65 -2.89 -2.13
C -1.96 -1.44 1.27
O -2.45 -1.75 2.33
O -0.77 -0.88 1.27
H -5.07 -1.66 -4.19
H -4.53 -3.34 -4.12
H -3.43 -2.11 -4.71
H -5.14 -0.63 -2.04
H -4.69 0.87 0.06
H -4.05 -0.01 1.46
H -5.52 -0.55 0.66
H -0.13 -3.10 -0.09
H -1.43 -4.08 0.59
H -0.83 -4.42 -1.04
H -2.28 -3.70 -2.75
Cl 0.00 -3.45 -4.00
Ge 0.95 -1.80 -2.92
Cl 2.24 -2.79 -1.45
Cl 2.16 -0.96 -4.47